No. 1
F4H4Hf2O2 as an isolated structure in a non-equilibrium geometry, computed with ωB97M-V/def2-TZVPD.

Geometry as XYZ:
```
12
Properties=species:S:1:pos:R:3:forces:R:3:lowdin_spin:R:1
Hf 10.123 -12.854 -20.551 -5.532 -2.448 -0.501 -0.003
Hf 5.318 -12.385 -21.574 4.082 3.118 7.507 -0.023
F 6.086 -14.384 -22.534 -0.178 0.276 0.158 0.991
F 5.868 -12.280 -19.298 -1.766 -0.679 -6.466 0.014
F 8.611 -14.733 -20.455 4.148 5.188 -0.260 0.008
F 7.812 -12.186 -21.490 0.070 -0.933 0.362 0.013
O 10.186 -10.484 -20.830 -0.446 -4.024 0.336 0.000
H 10.560 -9.815 -20.256 0.747 1.098 1.400 0.000
H 10.272 -10.120 -21.711 0.054 0.645 -1.491 0.000
O 5.915 -10.002 -21.142 -0.720 -3.327 -1.578 0.000
H 6.322 -9.461 -21.818 0.107 0.727 -1.043 0.000
H 5.926 -9.455 -20.357 -0.566 0.358 1.577 0.000
```
Forces are in eV/Å.

Values from the calculation:
Highest occupied orbital energy (spin up / spin down) ... -32.34 / -32.31 eV
Molar mass ... 469.00 g/mol
Net charge ... +5
Spin multiplicity ... 2
Electronic energy ... -17557.83433 eV


No. 2
C29H24FN3OPRuSe2 as an isolated structure, computed with ωB97M-V/def2-TZVPD.

Geometry as XYZ:
```
62
Properties=species:S:1:pos:R:3:forces:R:3:lowdin_spin:R:1
Ru 0.250 0.220 0.362 0.427 -0.087 -0.157 0.870
O -1.941 1.324 -1.011 0.001 0.030 -0.041 -0.005
N -1.716 0.701 0.214 -0.036 0.121 -0.117 -0.013
C -2.761 0.612 0.933 -0.038 0.053 -0.029 0.013
C -2.861 -0.035 2.231 -0.073 0.021 0.059 0.000
C -4.107 0.090 2.851 -0.015 -0.019 0.012 0.004
C -4.392 -0.584 4.026 -0.017 0.033 -0.025 -0.001
C -3.440 -1.428 4.573 0.024 -0.028 0.014 0.004
C -2.201 -1.566 3.960 0.050 -0.001 0.023 -0.001
C -1.879 -0.854 2.809 0.048 -0.068 0.054 0.000
P -0.230 -1.156 2.103 -0.109 0.011 0.073 -0.013
C 0.969 -0.852 3.431 -0.012 0.034 0.028 0.003
C 2.297 -1.240 3.229 -0.003 -0.024 -0.024 0.002
C 3.261 -0.979 4.188 0.018 0.013 0.017 0.000
C 2.919 -0.317 5.360 -0.012 -0.005 -0.014 0.001
C 1.604 0.070 5.573 0.013 0.013 -0.003 0.001
C 0.635 -0.195 4.617 0.006 -0.083 0.037 0.000
C -0.232 -2.920 1.750 0.048 -0.016 0.008 -0.002
C -0.967 -3.365 0.647 -0.002 0.022 -0.033 -0.001
C -1.046 -4.721 0.379 0.000 -0.009 0.009 0.000
C -0.399 -5.633 1.206 0.001 0.003 0.005 0.000
C 0.324 -5.192 2.305 -0.011 -0.008 -0.002 0.000
C 0.409 -3.835 2.584 0.003 -0.009 -0.014 -0.001
H -1.578 0.692 -1.660 -0.026 -0.013 0.011 -0.001
H -3.670 1.025 0.504 -0.005 0.007 0.000 0.000
H -4.866 0.709 2.390 0.000 0.002 0.001 0.000
H -5.360 -0.473 4.494 0.002 0.000 -0.006 0.000
H -3.660 -1.991 5.470 0.005 0.004 -0.001 0.000
H -1.476 -2.247 4.390 0.008 0.015 0.005 0.000
H 2.583 -1.780 2.337 -0.008 -0.004 -0.042 0.000
H 4.280 -1.302 4.024 0.000 0.006 0.002 0.000
H 3.673 -0.114 6.109 -0.003 -0.004 0.002 0.000
H 1.327 0.573 6.490 0.002 -0.006 0.004 0.000
H -0.385 0.106 4.819 -0.028 -0.067 0.011 0.000
H -1.450 -2.655 -0.014 0.004 -0.029 0.035 0.000
H -1.609 -5.069 -0.476 -0.004 0.004 0.003 0.000
H -0.463 -6.692 0.993 0.003 0.003 0.000 0.000
H 0.819 -5.904 2.952 -0.003 0.001 -0.002 0.000
H 0.970 -3.501 3.447 -0.007 -0.008 -0.002 0.000
Se 1.408 2.420 -1.083 -0.309 -0.060 0.117 0.000
Se 3.426 2.007 -0.006 0.155 -0.041 -0.026 0.001
C 3.378 0.098 -0.078 0.067 -0.052 0.020 0.007
C 4.599 -0.532 -0.266 -0.004 0.016 0.005 0.000
C 4.634 -1.906 -0.417 -0.029 -0.035 -0.025 0.003
C 3.433 -2.601 -0.438 0.057 0.024 0.008 0.000
C 2.261 -1.906 -0.238 0.073 0.048 0.045 0.002
N 2.225 -0.578 0.001 -0.077 -0.005 0.044 0.004
C 0.611 3.010 0.571 -0.010 0.053 -0.046 0.015
C 0.386 4.336 0.861 -0.029 0.019 0.064 -0.002
C -0.116 4.651 2.120 0.011 -0.009 -0.013 0.019
C -0.364 3.629 3.022 0.015 0.039 -0.010 -0.001
C -0.132 2.322 2.639 -0.017 -0.054 -0.001 0.013
N 0.349 2.010 1.428 -0.055 0.167 0.146 0.006
H 5.502 0.059 -0.337 -0.003 0.001 0.000 0.000
H 5.576 -2.416 -0.568 0.001 -0.002 0.008 0.000
H 3.395 -3.667 -0.613 0.000 0.000 -0.003 0.000
H 1.311 -2.410 -0.269 -0.092 -0.042 0.024 0.000
H 0.611 5.101 0.131 -0.003 -0.004 -0.005 0.000
H -0.302 5.682 2.390 0.001 -0.001 -0.001 0.001
H -0.741 3.835 4.014 -0.006 -0.002 -0.001 0.000
H -0.335 1.497 3.305 0.002 0.126 -0.097 0.000
F -0.268 -0.957 -1.060 -0.002 -0.089 -0.154 0.073
```
Forces are in eV/Å.

Values from the calculation:
Highest occupied orbital energy (spin up / spin down) ... -14.38 / -14.38 eV
Molar mass ... 739.49 g/mol
Net charge ... +2
Spin multiplicity ... 2
Energy relative to the best compared isomer or geometry (same formula, charge and spin) ... 34.9 kJ/mol
Electronic energy ... -182247.95206 eV


No. 3
C32H43N7RbSSb2 as an isolated structure in a non-equilibrium geometry, computed with ωB97M-V/def2-TZVPD.

Geometry as XYZ:
```
86
Properties=species:S:1:pos:R:3:forces:R:3:mulliken_charge:R:1
Rb 0.317 -0.473 -0.773 0.322 -0.473 -0.247 0.995
C 2.893 0.470 -3.848 0.067 0.125 -0.225 -0.855
N 1.494 0.459 -3.471 -0.094 0.163 0.346 0.171
C 0.623 0.803 -4.574 0.184 0.127 -0.237 -0.941
C -0.818 0.679 -4.206 -0.119 -0.048 0.095 0.086
N -1.299 0.119 -3.129 0.546 -0.014 0.045 -0.085
C -2.671 0.232 -3.229 -0.367 0.344 -0.647 0.323
C -3.679 -0.198 -2.374 0.055 -0.025 0.002 -0.223
C -4.982 0.065 -2.739 -0.072 -0.072 0.155 -0.765
C -5.293 0.729 -3.926 0.006 0.072 -0.110 -0.426
C -4.310 1.151 -4.799 -0.027 0.043 -0.073 -1.155
C -2.999 0.896 -4.432 -0.261 -0.333 0.589 0.508
N -1.790 1.165 -5.028 0.185 0.072 -0.121 0.022
C 3.765 0.040 -2.716 -0.002 -0.038 0.040 -0.019
N 3.354 -0.336 -1.538 -0.641 0.168 -0.133 0.054
C 4.494 -0.608 -0.812 0.789 0.052 -0.297 0.245
C 4.651 -1.022 0.506 -0.064 0.012 -0.074 -0.130
C 5.936 -1.221 0.966 -0.059 -0.062 0.141 -1.047
C 7.049 -1.015 0.148 0.114 0.024 -0.067 -0.434
C 6.920 -0.590 -1.159 0.026 0.027 -0.067 -1.113
C 5.630 -0.388 -1.624 -0.273 -0.226 0.618 0.506
N 5.124 0.028 -2.834 -0.006 0.103 -0.242 -0.030
H 3.233 1.468 -4.191 -0.030 -0.233 -0.029 0.409
H 3.030 -0.227 -4.685 -0.015 0.114 0.056 0.395
H 1.352 1.131 -2.716 0.088 -0.072 -0.220 0.103
H 0.832 0.112 -5.402 -0.012 0.124 0.074 0.379
H 0.806 1.829 -4.947 -0.054 -0.214 -0.060 0.422
H -3.444 -0.730 -1.463 0.018 0.016 0.043 0.372
H -5.794 -0.245 -2.098 -0.038 -0.058 0.087 0.397
H -6.328 0.914 -4.167 -0.109 0.017 -0.044 0.399
H -4.561 1.652 -5.720 -0.017 0.072 -0.102 0.398
H -1.648 1.627 -5.911 0.012 -0.005 0.051 0.208
H 3.792 -1.151 1.150 -0.090 0.033 0.101 0.538
H 6.090 -1.534 1.987 0.016 -0.029 0.098 0.464
H 8.035 -1.185 0.553 0.098 -0.004 0.029 0.394
H 7.783 -0.417 -1.784 0.084 -0.006 -0.031 0.409
H 5.661 0.280 -3.649 -0.121 -0.023 0.101 0.232
C 0.803 4.815 0.823 -0.234 -0.283 -0.052 -1.386
Sb 0.353 2.706 0.619 0.280 0.641 0.425 0.295
C 2.436 2.188 0.791 -0.148 -0.022 -0.072 -1.042
C -0.051 2.308 2.724 0.248 -0.101 -0.326 -1.082
C -1.436 2.662 3.130 -0.257 0.118 0.095 0.738
C -1.775 4.012 3.142 -0.081 0.059 0.029 -0.377
C -3.031 4.448 3.515 0.049 0.129 -0.010 -0.891
C -3.976 3.524 3.920 -0.122 0.020 0.019 -0.761
C -3.652 2.183 3.927 -0.031 0.032 0.063 -0.672
C -2.399 1.723 3.524 -0.106 0.312 0.075 0.579
C -2.160 0.263 3.523 0.161 -0.278 -0.325 -1.474
Sb -2.430 -0.568 1.520 -0.631 -0.079 0.579 0.424
C -4.380 0.306 1.232 0.280 0.032 0.065 -1.635
C -3.274 -2.407 2.322 0.278 0.146 -0.300 -1.615
H -0.096 5.416 0.735 -0.085 0.068 -0.009 0.375
H 1.491 5.101 0.032 0.066 -0.011 -0.095 0.436
H 1.273 5.000 1.786 0.028 -0.059 0.045 0.402
H 2.889 2.750 1.605 -0.031 0.043 0.074 0.490
H 2.956 2.424 -0.134 0.059 -0.031 -0.063 0.386
H 2.539 1.127 0.995 0.107 -0.171 0.019 0.080
H 0.666 2.920 3.271 0.111 -0.061 -0.021 0.678
H 0.193 1.260 2.881 0.041 -0.059 0.070 -0.086
H -1.020 4.735 2.867 0.050 0.098 -0.032 0.446
H -3.262 5.502 3.507 -0.021 0.107 0.018 0.422
H -4.956 3.846 4.240 -0.078 0.025 0.025 0.406
H -4.379 1.466 4.283 -0.058 -0.070 -0.016 0.433
H -2.893 -0.245 4.148 0.014 -0.037 -0.011 0.687
H -1.161 -0.008 3.854 0.056 -0.099 0.018 0.697
H -4.890 0.352 2.187 -0.084 -0.033 0.117 0.532
H -4.960 -0.300 0.544 -0.067 -0.138 -0.137 0.486
H -4.297 1.311 0.833 0.026 0.128 -0.072 0.409
H -4.327 -2.249 2.527 -0.104 0.056 0.045 0.520
H -2.776 -2.673 3.252 0.046 -0.013 0.126 0.490
H -3.171 -3.218 1.608 -0.026 -0.162 -0.057 0.307
S 1.058 -1.471 2.291 0.182 0.953 0.440 -0.308
C 0.954 -3.061 1.808 -0.041 -0.197 0.020 0.227
N 1.945 -3.626 1.099 -0.052 -0.038 0.006 0.013
C 1.932 -5.016 0.700 -0.161 -0.436 -0.184 -0.660
C 0.482 -5.415 0.434 0.096 0.030 0.159 -0.587
C -0.319 -5.166 1.708 0.034 -0.418 -0.210 -0.588
N -0.133 -3.787 2.110 0.132 -0.066 -0.132 -0.043
H 2.787 -3.081 0.975 -0.206 0.013 0.064 0.007
H 2.352 -5.653 1.490 -0.002 0.067 -0.143 0.292
H 2.548 -5.129 -0.195 -0.065 0.013 0.110 0.391
H 0.421 -6.464 0.144 -0.014 0.038 0.014 0.391
H 0.076 -4.799 -0.377 0.049 -0.130 0.030 0.205
H 0.025 -5.845 2.497 -0.120 0.042 -0.063 0.303
H -1.384 -5.343 1.541 0.095 0.022 0.056 0.347
H -0.836 -3.334 2.676 0.196 0.030 -0.121 0.107
```
Forces are in eV/Å.

Values from the calculation:
Highest occupied orbital energy ... -9.99 eV
Molar mass ... 886.80 g/mol
Net charge ... +1
Energy relative to the best compared isomer or geometry (same formula, charge and spin) ... 48.8 kJ/mol
Electronic energy ... -68875.86051 eV


No. 4
C15H35CuN6O8 as an isolated structure in a non-equilibrium geometry, computed with ωB97M-V/def2-TZVPD.

Geometry as XYZ:
```
65
Properties=species:S:1:pos:R:3:forces:R:3:lowdin_spin:R:1
Cu 0.238 -0.177 -0.014 0.053 -0.308 -0.694 0.896
N 1.791 -3.025 0.057 0.565 -3.473 -3.669 0.000
O 1.322 -3.171 -1.082 -0.519 -1.792 -0.911 0.001
O 2.405 -3.908 0.654 -0.357 0.099 0.465 0.001
O 1.700 -1.907 0.454 -0.287 6.198 4.230 0.007
C -1.566 -1.507 -3.725 -0.957 -0.580 0.416 0.000
C -0.237 -1.006 -3.273 -0.632 1.204 1.375 0.003
O -0.092 -0.640 -2.093 0.470 0.027 0.080 0.024
N 0.689 -0.880 -4.207 0.628 -0.306 -0.948 0.000
C 1.980 -0.218 -4.029 -0.477 -0.266 -0.333 0.000
H -2.407 -1.128 -3.145 0.428 0.634 0.219 0.000
H -1.616 -2.554 -3.425 0.153 -0.381 -0.713 0.000
H -1.823 -1.296 -4.763 0.349 -0.490 -0.071 0.000
H 0.433 -1.149 -5.146 0.024 -0.035 0.235 0.000
H 1.721 0.808 -3.767 0.719 0.000 0.521 0.000
H 2.512 -0.206 -4.980 -0.254 -0.005 -0.075 0.000
H 2.613 -0.787 -3.349 -0.211 0.451 0.418 0.000
C -2.120 -3.637 0.416 -0.401 0.397 -0.059 0.001
C -2.140 -2.214 0.901 -0.136 -1.965 0.522 0.002
O -1.367 -1.460 0.335 -0.209 1.698 0.316 0.011
N -3.001 -2.000 1.932 1.228 0.438 -0.903 0.000
C -3.377 -0.714 2.418 -0.042 1.606 0.819 0.000
H -1.146 -4.046 0.687 -0.135 -0.324 -0.236 0.000
H -2.212 -3.525 -0.664 0.285 -0.420 -0.037 0.000
H -2.979 -4.204 0.774 0.299 -0.253 0.096 0.000
H -3.310 -2.850 2.382 -0.342 0.382 -0.085 0.000
H -2.676 0.110 2.284 0.833 -0.596 -0.679 0.000
H -3.448 -0.667 3.505 -0.624 -0.520 0.002 0.000
H -4.264 -0.317 1.925 -0.435 -0.397 0.287 0.000
C 1.861 1.884 2.892 0.443 1.364 0.174 0.000
C 0.986 0.706 2.855 1.160 -1.748 -0.221 0.006
O 0.146 0.499 1.968 -0.720 -0.059 -0.754 0.023
N 1.307 -0.204 3.772 -1.362 -1.131 1.009 0.010
C 0.636 -1.518 4.013 0.355 -0.587 -0.230 0.001
H 1.255 2.771 3.074 -0.020 0.108 -0.142 0.000
H 2.399 2.017 1.954 -0.184 -0.104 0.003 0.000
H 2.588 1.832 3.702 -0.018 0.023 -0.088 0.000
H 2.105 0.013 4.352 -0.293 -0.139 0.071 0.000
H 0.445 -1.832 5.039 0.631 1.036 0.549 0.000
H 1.284 -2.309 3.636 -0.132 0.066 -0.445 0.000
H -0.373 -1.650 3.622 0.314 0.718 -0.842 0.000
C -1.907 3.581 0.344 -0.775 0.908 -0.432 0.000
C -2.112 2.200 -0.145 3.801 -0.828 0.464 0.000
O -1.093 1.603 -0.531 -0.277 -0.196 -0.549 0.002
N -3.284 1.620 -0.131 -2.680 -1.510 -1.290 0.000
C -3.750 0.565 -1.109 -0.331 0.448 1.072 0.000
H -1.415 3.706 1.308 -0.608 -0.376 0.262 0.000
H -2.887 4.039 0.207 0.220 0.800 0.754 0.000
H -1.204 4.070 -0.329 -0.166 -0.140 -0.298 0.000
H -4.003 1.898 0.523 0.176 0.572 -0.380 0.000
H -3.882 0.867 -2.148 0.839 0.665 0.037 0.000
H -4.796 0.426 -0.838 0.124 -0.615 0.333 0.000
H -3.162 -0.352 -1.067 -0.072 0.172 0.195 0.000
C 2.286 3.458 -0.687 1.182 -0.797 0.525 0.000
C 2.759 1.978 -0.604 0.314 -0.173 -0.990 0.001
O 1.895 1.096 -0.558 0.309 -0.235 0.414 0.009
N 4.104 1.645 -0.625 -1.135 0.492 0.037 0.000
C 4.610 0.276 -0.647 -0.229 -0.914 -0.199 0.000
H 1.872 3.778 -1.644 0.100 -0.576 -0.138 0.000
H 3.134 4.106 -0.464 -0.179 0.217 0.148 0.000
H 1.494 3.555 0.056 0.126 0.099 0.024 0.000
H 4.806 2.341 -0.835 -0.451 0.254 0.132 0.000
H 4.560 -0.194 -1.629 -0.198 0.312 -0.304 0.000
H 4.046 -0.408 -0.014 -0.148 0.361 0.254 0.000
H 5.663 0.208 -0.373 -0.130 0.489 0.257 0.000
```
Forces are in eV/Å.

Values from the calculation:
Highest occupied orbital energy (spin up / spin down) ... -10.15 / -10.13 eV
Molar mass ... 491.02 g/mol
Net charge ... +1
Spin multiplicity ... 2
Energy relative to the best compared isomer or geometry (same formula, charge and spin) ... 107.4 kJ/mol
Electronic energy ... -86074.64661 eV


No. 5
An isolated ion of composition C6H12I2N2 and charge +2 in a non-equilibrium geometry, computed with ωB97M-V/def2-TZVPD.

Geometry as XYZ:
```
22
Properties=species:S:1:pos:R:3:forces:R:3:mulliken_charge:R:1
C 1.462 0.484 0.046 0.799 0.983 -0.205 0.124
C 0.992 -0.655 -0.808 -0.188 -1.162 -0.995 -0.677
C -1.295 -0.627 0.426 0.552 -1.997 -0.598 -0.782
C -0.518 -0.923 -0.897 -1.242 1.535 0.256 -0.185
C -1.116 0.773 0.838 3.205 0.879 -3.356 -0.834
C 1.058 2.347 1.561 1.473 0.090 -0.958 -1.211
N 0.680 1.146 0.811 -2.169 -1.117 -0.167 -0.071
N -0.810 -2.349 -1.427 -1.448 1.852 0.529 -0.199
I 3.513 1.227 -0.286 -1.558 -0.932 0.266 0.299
I -2.015 2.235 -0.411 0.199 -0.258 0.591 0.387
H 1.424 -0.602 -1.822 -0.256 0.792 0.167 0.534
H 1.433 -1.607 -0.570 0.821 -0.314 1.185 0.420
H -2.374 -0.822 0.325 0.178 0.218 -0.280 0.481
H -1.003 -1.293 1.264 0.268 0.230 -0.426 0.385
H -0.908 -0.182 -1.604 -0.242 -0.535 -0.240 0.208
H -1.244 0.792 1.833 -0.765 1.130 3.550 0.702
H 1.637 2.997 0.851 -0.690 -0.307 0.955 0.458
H 1.631 2.144 2.460 0.592 -0.573 -0.206 0.362
H 0.213 2.806 1.970 -1.581 0.889 -0.034 0.415
H -1.788 -2.644 -1.175 1.110 0.146 0.269 0.384
H -0.106 -2.885 -0.926 -0.113 -1.156 -0.774 0.409
H -0.866 -2.362 -2.462 1.055 -0.393 0.470 0.390
```
Forces are in eV/Å.

Values from the calculation:
Highest occupied orbital energy ... -16.89 eV
Molar mass ... 365.98 g/mol
Net charge ... +2
SMILES ... C[N+]1=C(I)C[C@@H]([NH3+])C[C@@H]1I
Energy relative to the best compared isomer or geometry (same formula, charge and spin) ... 0.0 kJ/mol
Electronic energy ... -25579.61501 eV


No. 6
HgO4P as an isolated structure in a non-equilibrium geometry, computed with ωB97M-V/def2-TZVPD.

Geometry as XYZ:
```
6
Properties=species:S:1:pos:R:3:forces:R:3:mulliken_charge:R:1
Hg 1.375 0.734 -1.741 -0.347 -0.123 1.118 0.671
P -0.324 -0.171 0.391 -1.559 -0.884 3.105 1.079
O 0.927 0.837 0.558 -0.302 -0.146 -0.999 -0.714
O -1.564 0.679 0.930 2.865 -1.898 -1.460 -0.663
O -0.112 -1.593 1.063 -0.518 3.001 -1.659 -0.665
O -0.301 -0.486 -1.200 -0.139 0.050 -0.105 -0.707
```
Forces are in eV/Å.

Values from the calculation:
Highest occupied orbital energy ... -4.24 eV
Molar mass ... 295.56 g/mol
Net charge ... -1
Energy relative to the best compared isomer or geometry (same formula, charge and spin) ... 0.0 kJ/mol
Electronic energy ... -21653.67735 eV